# 1
C25H28F3N6O2OsS2 as an isolated structure in a non-equilibrium geometry, computed with the ωB97M-V functional and the def2-TZVPD basis.

XYZ file:
```
67
Properties=species:S:1:pos:R:3
Os 0.253 0.333 0.399
C -1.158 3.203 4.757
S -2.271 2.946 3.376
C -1.526 2.117 2.139
S -0.078 0.933 2.542
N -2.041 2.088 0.999
N -1.654 1.358 -0.088
C -2.174 1.079 -1.167
C -1.397 0.300 -2.228
C -2.014 -0.229 -3.325
C -1.014 -0.835 -4.168
C 0.306 -1.144 -3.827
C 0.682 -0.675 -2.536
N -0.036 -0.068 -1.691
H -1.778 3.739 5.414
H -0.319 3.771 4.549
H -0.784 2.304 5.332
H -3.257 1.460 -1.363
H -2.851 0.203 -3.922
H -1.328 -0.892 -5.242
H 1.142 -1.541 -4.446
H 1.702 -0.948 -2.555
F 3.895 -2.468 1.725
C 3.428 -2.575 0.536
F 2.608 -3.622 0.348
F 4.477 -2.764 -0.289
C 2.710 -1.217 0.059
O 3.087 -0.543 -0.846
O 1.697 -0.980 0.863
C -3.161 -1.054 1.710
N -3.055 -1.767 0.504
C -4.218 -1.717 -0.341
C -1.864 -2.258 0.133
N -0.763 -1.693 0.526
N -1.942 -3.388 -0.577
C -0.817 -3.878 -1.332
C -3.067 -4.309 -0.493
H -4.019 -1.377 2.312
H -3.276 0.053 1.581
H -2.262 -1.223 2.274
H -4.883 -0.941 -0.004
H -4.927 -2.527 -0.174
H -3.980 -1.531 -1.419
H -0.002 -2.317 0.609
H -0.092 -4.420 -0.705
H -0.379 -2.975 -1.770
H -1.250 -4.555 -2.086
H -3.736 -4.171 0.276
H -2.584 -5.309 -0.323
H -3.603 -4.392 -1.504
C 4.850 3.263 2.032
C 4.100 2.093 2.484
C 2.981 1.753 1.769
C 2.595 2.294 0.566
C 1.434 1.895 -0.175
C 1.194 2.529 -1.385
C 1.982 3.625 -1.855
C 3.032 4.065 -1.100
C 3.358 3.386 0.129
C 4.581 3.786 0.849
H 5.757 3.646 2.450
H 4.489 1.494 3.346
H 2.333 0.879 2.138
H 0.471 1.973 -1.960
H 1.796 4.135 -2.814
H 3.549 5.044 -1.370
H 5.071 4.555 0.356
```

For the gap between HOMO and LUMO (alpha / beta), the calculation gives 0.2137 / 0.1956 Ha. The spin multiplicity is 5. The LUMO energy (alpha / beta) is -2.72 / -5.91 eV. The net charge is +1.

=====

# 2
C5H6CoO4 as an isolated structure in a non-equilibrium geometry, computed with the ωB97M-V functional and the def2-TZVPD basis.

XYZ file:
```
16
Properties=species:S:1:pos:R:3
O 1.358 -1.711 -2.265
C 0.230 -1.435 -1.760
O -0.753 -2.207 -1.956
O 0.046 -0.341 -1.057
C -0.804 -0.408 0.093
C -0.805 0.948 0.760
Co 0.477 -3.214 -2.891
H -0.472 -1.220 0.752
H -1.827 -0.646 -0.224
H -1.526 1.572 0.216
H 0.410 2.740 1.297
C 1.268 0.825 1.812
C 0.510 1.729 0.871
O 1.906 0.337 2.586
H -1.136 1.305 1.814
H 1.117 1.728 -0.050
```

For the gap between HOMO and LUMO (alpha / beta), the calculation gives 0.4269 / 0.2147 Ha. The spin multiplicity is 5. The LUMO energy (alpha / beta) is -12.95 / -19.51 eV. The net charge is +3.

=====

# 3
C17H22ClN4O8Pd as an isolated structure in a non-equilibrium geometry, computed with the ωB97M-V functional and the def2-TZVPD basis.

XYZ file:
```
53
Properties=species:S:1:pos:R:3
Pd -1.697 0.402 -0.479
N -2.389 -1.947 -0.387
C -2.685 -2.535 0.914
C -3.369 -1.510 1.823
C -2.305 -0.561 2.459
O -1.932 -0.814 3.601
O -1.914 0.412 1.760
H -3.237 -1.850 -0.942
H -1.707 -2.495 -0.903
H -1.747 -2.861 1.376
H -3.340 -3.419 0.801
H -3.880 -2.021 2.643
H -4.081 -0.925 1.233
C 4.961 -1.600 1.638
C 3.638 -1.749 2.326
C 3.407 -2.784 3.211
C 2.182 -2.888 3.850
Cl 1.932 -4.201 4.957
C 1.176 -1.970 3.620
C 1.394 -0.935 2.725
C 2.613 -0.822 2.067
O 2.934 0.147 1.168
C 2.043 1.217 0.976
C 0.720 0.904 0.250
O 0.484 -0.253 -0.149
O -0.018 1.894 0.077
H 5.664 -2.356 1.980
H 5.379 -0.614 1.837
H 4.829 -1.689 0.561
H 4.180 -3.515 3.398
H 0.217 -2.042 4.109
H 0.583 -0.248 2.543
H 2.579 1.938 0.351
H 1.787 1.691 1.931
O -5.179 1.722 -2.285
N -4.217 1.245 -1.719
O -3.497 1.965 -0.993
O -3.917 0.053 -1.844
C -0.386 4.813 -3.169
C -0.353 3.328 -3.204
C 0.432 2.435 -3.910
C 0.036 1.158 -3.479
N -0.939 1.274 -2.586
N -1.162 2.584 -2.435
C 0.557 -0.173 -3.898
H 0.311 5.218 -3.897
H -0.103 5.161 -2.176
H -1.387 5.185 -3.382
H 1.192 2.670 -4.626
H -1.829 2.894 -1.732
H 1.476 -0.067 -4.471
H -0.184 -0.689 -4.508
H 0.747 -0.776 -3.011
```

For the gap between HOMO and LUMO (alpha / beta), the calculation gives 0.2392 / 0.2392 Ha. The LUMO energy (alpha / beta) is 1.27 / 1.27 eV. The net charge is -1.